1.
98
Properties=species:S:1:pos:R:3:forces:R:3:lowdin_charge:R:1 method="wB97M-V/def2-TZVPD" orbital_gap_ev=6.99 e_homo_ev=-8.03 smiles="C#CCc1cc(C=C)c2c(c1C[C@H]1CO1)C(=O)c1c(Br)c([PH2]=O)c(OCCNC[C@H](C)O)c(P(N)O)c1C2=O.O=S1(=O)CCCC1.O=S1(=O)CCCC1" molar_mass_da=875.73
C 5.548162 0.640677 3.320517 -0.2627 -0.8636 0.7026 0.068
C 4.379326 0.852875 3.592195 -0.8773 0.7109 -0.3190 -0.119
C 2.845346 1.166020 3.726903 1.0138 -0.9473 -0.8296 -0.123
C 2.098274 0.028201 2.901138 -0.8859 -1.1336 -1.3070 -0.110
C 2.394294 0.029771 1.420886 -1.7176 -2.0618 0.8990 0.058
C 1.776056 -0.971077 0.505465 -0.8187 -0.7116 1.8112 -0.102
C 2.181614 -0.899953 -1.006184 0.8360 -0.6935 0.1132 -0.119
C 3.280257 -1.598507 -1.518390 -1.1155 0.6316 0.3285 0.005
C 0.830567 -1.952245 1.106871 0.3109 0.9378 1.4790 0.007
C 0.536393 -1.969352 2.589160 1.0799 1.2261 -1.0123 0.005
C 1.177245 -0.983231 3.537408 0.2865 0.5793 -2.8396 -0.097
C 0.903388 -1.012096 5.073165 1.2567 -2.1752 0.5868 -0.061
C 1.729190 -2.345630 5.705510 2.4945 -0.3590 -2.4975 -0.175
C 2.751986 -3.068987 4.626477 2.6040 2.4314 3.9435 -0.002
O 3.186627 -2.165113 5.865096 -3.7580 -0.0867 0.3511 -0.199
C -0.445794 -3.102830 3.058632 -0.1289 0.0255 -0.5206 -0.285
O -0.313895 -3.777764 4.062862 -0.0860 1.1629 -1.0203 0.054
C -1.660943 -3.382671 2.089294 -0.7571 0.0951 -1.0660 -0.063
C -3.008511 -3.673712 2.646495 0.0079 -0.0587 -3.5367 -0.491
Br -3.434619 -3.787337 4.554308 0.6289 0.1244 -1.6576 0.773
C -4.121573 -3.880173 1.645645 2.3775 -0.2442 -0.9999 -0.241
P -5.826339 -4.241212 2.327772 0.2602 2.8581 1.9966 0.708
O -6.256225 -3.025143 3.132986 0.0947 -1.3074 -1.2426 -0.510
C -3.870368 -3.795704 0.156608 1.8212 0.1350 1.5471 -0.255
O -4.980155 -3.957525 -0.681132 1.2714 0.9081 1.0047 -0.152
C -5.850978 -2.788946 -0.705839 -1.3216 0.7785 -0.7132 -0.164
C -5.179662 -1.437815 -0.245448 -0.0238 0.5432 0.3391 -0.190
N -6.014321 -0.234643 -0.537184 0.4589 -0.6126 -0.5848 -0.084
C -5.200964 0.988100 -0.698713 -0.8523 0.3904 1.0229 -0.192
C -4.164012 1.284909 0.466364 0.5583 2.1787 -0.4739 -0.360
C -3.818056 2.865242 0.452188 0.7837 -0.5167 -0.5486 -0.053
O -2.873232 0.629989 0.280279 -1.1267 -0.3636 -0.1105 -0.090
C -2.493942 -3.546714 -0.418203 1.0865 -0.2684 3.6535 -0.178
P -2.178244 -3.495870 -2.295745 -2.0018 0.1093 -0.9727 0.879
N -1.281562 -4.965722 -2.716290 0.0125 1.1678 0.2583 -0.186
O -1.205023 -2.151135 -2.696470 -0.2372 -1.1026 1.3244 -0.331
C -1.393279 -3.338544 0.603476 -2.3208 -0.2972 1.1270 -0.009
C 0.105971 -3.018207 0.186163 0.0886 0.5328 0.7716 -0.270
O 0.665430 -3.541874 -0.753713 -0.9340 0.6764 1.0375 0.090
H 6.563185 0.185226 3.266906 -1.4476 0.9487 -0.0708 0.047
H 2.542267 1.194853 4.809600 0.4269 -0.0639 -1.2286 0.097
H 2.599461 2.163240 3.238919 0.4846 -1.1987 0.6844 0.127
H 3.111227 0.775992 0.967359 -1.0019 -0.8811 0.7209 0.110
H 1.577627 -0.222539 -1.679231 1.4885 0.3704 1.2592 0.110
H 4.071637 -1.039680 -2.111179 -1.7355 -1.0556 -0.4270 0.055
H 3.368698 -2.722842 -1.405693 0.6713 1.6554 1.0951 0.073
H 1.306032 -0.132179 5.644419 -0.4293 -0.8203 -0.8417 0.100
H -0.176815 -1.155512 5.356132 1.0340 0.1526 -0.6065 0.115
H 1.153356 -3.042006 6.445570 1.3194 1.3934 -1.4201 0.153
H 3.425211 -3.904323 4.966256 -1.8809 -0.2482 -0.8518 0.102
H 3.384722 -2.426278 3.953963 -1.8865 -0.9048 -0.6218 0.102
H -6.786447 -4.519947 1.312820 0.7984 -0.5629 0.1478 0.019
H -5.679722 -5.327661 3.251570 0.0010 -0.1021 -1.0453 0.009
H -6.801212 -3.042997 -0.126811 1.2559 0.5263 -0.4561 0.104
H -6.196921 -2.667983 -1.783893 0.6329 -0.1424 1.2911 0.137
H -4.965045 -1.397479 0.873714 0.2366 -0.5915 -1.4642 0.131
H -4.229438 -1.293949 -0.856841 -1.0642 -0.4426 0.9569 0.111
H -6.767519 -0.123913 0.143682 0.5371 0.0450 -0.1782 0.114
H -4.709954 0.975769 -1.716656 -0.1875 -0.0101 1.0537 0.131
H -5.933715 1.861070 -0.702053 0.9285 -1.1100 -0.0996 0.125
H -4.566039 1.075276 1.507914 0.3973 -0.3448 -1.4305 0.151
H -3.525299 3.238607 1.479048 -0.6239 -0.3354 -1.1771 0.084
H -4.610519 3.485405 -0.053376 0.6363 -0.5199 0.9113 0.071
H -2.877371 2.971464 -0.183924 -1.2028 -0.1157 0.7865 0.062
H -2.836554 0.339846 -0.648845 0.0029 0.2466 0.6129 0.061
H -0.736604 -4.814664 -3.576490 -0.1789 0.0406 0.5669 0.040
H -2.023312 -5.631866 -2.957851 0.2849 0.3126 0.0433 0.023
H -1.763445 -1.381499 -2.464291 0.4059 -0.5139 -0.3569 0.027
O 4.314392 4.770700 -1.602048 -0.1845 -0.1094 -0.0526 -0.310
S 4.312326 3.329622 -1.516675 -0.1159 -0.5216 0.4373 0.673
O 3.113297 2.579884 -1.239392 3.4548 0.4678 2.0921 -0.363
C 5.074468 2.673303 -2.993613 0.2935 -0.1230 -0.3433 -0.227
C 6.559188 2.605736 -2.654953 0.1066 0.0568 -0.0009 -0.222
C 6.636808 2.058403 -1.227074 0.0936 -0.1342 0.0075 -0.216
C 5.610624 2.822161 -0.385900 0.5411 -0.0809 0.2296 -0.216
H 4.856652 3.320162 -3.842567 -0.1280 0.0237 0.1168 0.106
H 4.663826 1.676202 -3.164967 -0.0623 0.0802 0.0465 0.105
H 7.102438 1.974950 -3.360669 -0.0300 0.0564 0.0280 0.115
H 6.997012 3.607883 -2.690082 -0.0472 -0.0483 -0.0410 0.120
H 6.388903 0.992462 -1.231928 0.0025 0.0636 -0.0038 0.113
H 7.640547 2.158867 -0.810141 -0.0728 -0.0265 -0.0168 0.114
H 5.183105 2.194235 0.395462 -0.1144 0.1711 -0.0290 0.083
H 6.043914 3.720759 0.055313 -0.1156 -0.0027 -0.0516 0.107
O 0.832004 4.939741 -1.700381 0.0610 -0.2128 0.0083 -0.300
S 0.723503 3.800763 -2.577259 -0.1041 -0.5978 -0.0014 0.678
O 1.450232 2.578614 -2.339830 -3.3258 0.4787 -2.0722 -0.361
C -1.009462 3.416239 -2.793543 -0.5270 0.1456 -0.1057 -0.232
C -1.439266 4.265274 -3.983347 -0.0587 0.0855 -0.0456 -0.223
C -0.307864 4.147504 -5.008951 -0.0712 -0.0574 -0.1398 -0.217
C 1.013458 4.345335 -4.260207 0.0248 0.2096 -0.5109 -0.216
H -1.557497 3.646453 -1.880787 0.1808 -0.0229 0.0343 0.086
H -1.087941 2.351475 -3.021412 0.0920 0.0411 0.0494 0.103
H -2.393536 3.928413 -4.392289 0.0458 0.0444 0.0221 0.114
H -1.552195 5.309459 -3.676753 -0.0177 -0.0763 0.0248 0.121
H -0.329155 3.151597 -5.461772 -0.0057 0.0544 0.0419 0.117
H -0.416226 4.875644 -5.814854 0.0268 -0.0612 0.0446 0.114
H 1.816835 3.752808 -4.696957 0.0310 0.0531 0.1964 0.101
H 1.301765 5.396724 -4.229242 0.0160 -0.0842 0.1357 0.109

=====

2.
94
Properties=species:S:1:pos:R:3:forces:R:3:lowdin_charge:R:1 method="wB97M-V/def2-TZVPD" orbital_gap_ev="5.67 / 6.53" e_homo_ev="-5.92 / -6.78" multiplicity=2 molar_mass_da=761.54
Ti 0.483436 0.904219 0.689133 -1.3165 0.9304 -2.1977 0.807
Cl -6.139611 -0.177554 1.287353 -1.3022 -0.2970 0.3170 0.687
C -4.659736 0.495449 1.740370 2.5705 1.5354 0.6440 -0.719
C -3.843186 0.915348 0.637080 0.5095 -0.2827 2.1959 -0.049
C -2.500080 1.222515 0.882293 -0.2712 0.3864 -1.0031 -0.215
N -1.498578 1.539836 -0.054524 0.8863 0.1411 -0.3034 -0.002
C -1.529606 2.578079 -0.917426 -0.1008 -1.2233 1.5744 -0.461
O -0.603123 3.402486 -0.924062 -0.1854 0.0150 -1.1668 0.004
C -2.711016 2.638396 -1.829077 -1.5273 2.8196 -0.3475 -0.177
C -3.162406 3.939355 -2.254230 2.2470 -1.4903 -0.4654 0.011
C -4.051928 3.990648 -3.310933 -1.0231 1.7622 0.3316 -0.088
C -4.816099 2.864170 -3.552835 -0.2031 -0.9724 -0.3602 -0.063
C -4.361252 1.637281 -3.017079 -2.1267 0.4850 -0.6581 -0.150
N -3.373720 1.541064 -2.178539 2.1391 -0.3251 0.1720 0.086
C -1.966227 1.289207 2.193786 -0.5443 -0.4305 -0.2786 -0.250
C -2.777272 1.010826 3.258355 -1.9975 0.2468 1.2869 -0.042
C -4.168466 0.672644 3.081664 1.4298 -0.1037 -2.8450 -0.707
Cl -5.167838 0.511921 4.438340 -0.5210 -0.3370 0.6211 0.682
N -0.597669 1.479177 2.224010 2.0137 0.6547 3.0804 -0.024
C 0.174955 2.012415 3.261615 -4.3200 1.6921 0.4325 -0.410
O -0.223554 2.848949 4.125838 1.1307 -2.1666 -1.4515 0.023
C 1.568441 1.597155 3.198824 3.0824 0.0797 -0.4678 -0.174
C 2.444444 1.813732 4.277519 -0.6967 -0.9136 0.4807 0.023
C 3.770218 1.340070 4.266742 -1.6850 0.8902 -1.7463 -0.010
C 4.250904 0.943044 2.990745 -0.6557 0.3349 2.2592 -0.045
C 3.376716 0.875460 1.944864 -0.8979 0.1560 0.6655 -0.135
N 2.054284 1.110940 2.018938 0.3973 0.7351 1.7771 0.010
H -4.267918 1.027008 -0.341164 -0.0112 -0.5401 -0.0201 0.070
H -2.583846 4.791034 -1.889477 -0.2735 -0.1617 -0.2594 0.114
H -4.256576 4.965842 -3.851426 0.0440 -1.2430 0.9127 0.126
H -5.781306 2.946502 -4.080124 0.8896 -0.3094 -0.1935 0.109
H -4.873897 0.684880 -3.228097 0.0214 0.5962 -0.0337 0.115
H -2.438658 1.160430 4.295710 -0.0508 -0.1705 -0.6272 0.118
H 1.912914 2.207895 5.148791 0.6213 0.0039 -0.0677 0.124
H 4.340444 1.417603 5.168963 0.5095 -0.1167 0.1171 0.101
H 5.270387 0.676492 2.881789 0.7545 -0.2399 -0.3159 0.096
H 3.745535 0.612717 1.009517 0.3929 -0.5445 -1.6829 0.087
C 2.694404 -2.903598 1.582682 -1.1439 -2.3216 -0.8097 -0.073
C 1.930933 -3.181979 0.232620 0.2074 -0.6171 0.4464 -0.551
C 1.981538 -4.729444 0.048770 -0.8894 -0.2093 1.2768 -0.084
C 2.718036 -2.548439 -0.944260 -0.5973 0.7325 -0.0480 -0.096
P 0.204097 -2.409176 0.408645 -0.6681 1.1896 -0.3558 0.978
N 0.245418 -0.810578 0.488346 0.4613 -3.5819 -0.4351 -0.310
C -0.842859 -2.898047 -1.179141 0.8436 -0.2399 0.3090 -0.556
C 0.054590 -2.689748 -2.429452 0.7661 -0.6553 -0.1250 -0.100
C -1.224892 -4.391618 -1.178780 -0.2674 0.1216 1.3947 -0.087
C -2.074435 -1.984759 -1.313752 -0.9798 -0.6718 -0.5905 -0.093
C -0.600186 -2.930724 2.056619 -0.0050 -0.3917 -0.3599 -0.622
C -2.079949 -2.520012 2.005144 -0.8846 -0.2372 1.3387 -0.093
C 0.033709 -2.227306 3.260311 -1.0230 1.3976 1.0121 -0.092
C -0.614370 -4.426860 2.371834 -0.8432 -1.1828 -0.8842 -0.106
H 3.539115 -3.559820 1.523678 1.2367 0.2880 -0.2462 0.069
H 2.209038 -3.375625 2.446031 -0.2813 0.4520 -0.3428 0.065
H 2.920929 -1.895310 1.748401 0.3721 1.4141 0.3090 0.047
H 2.974738 -5.093091 0.323869 0.1298 0.1432 -0.3508 0.080
H 1.745418 -5.036375 -0.954155 -0.0319 -0.0893 -0.4812 0.062
H 1.307258 -5.309222 0.736034 0.4270 0.7202 -0.5926 0.072
H 3.787019 -2.636610 -0.793460 0.2922 0.0952 0.3756 0.080
H 2.428127 -1.485747 -1.041123 0.4199 -0.2746 0.1302 0.056
H 2.539567 -2.991909 -1.930223 -0.1384 -0.1177 0.5069 0.056
H 0.823300 -3.535271 -2.570839 -1.2815 1.3036 0.2769 0.088
H 0.566080 -1.716521 -2.488996 -0.1575 -0.3048 0.2505 0.078
H -0.630430 -2.728547 -3.277265 0.0519 -0.1053 -0.1369 0.078
H -2.241438 -4.480174 -0.783106 0.2112 -0.3031 0.2528 0.082
H -0.522101 -5.011507 -0.605652 -0.3523 0.2552 0.1187 0.047
H -1.230213 -4.884860 -2.123284 -0.0648 0.1740 -1.2074 0.069
H -1.838234 -0.935247 -1.285693 0.2279 0.4694 0.1763 0.049
H -2.919177 -2.179316 -0.628797 0.7528 0.0077 0.2088 0.075
H -2.567117 -2.169642 -2.299169 0.6093 0.0219 0.3349 0.095
H -2.301395 -1.511951 1.643225 0.2633 -0.1828 -0.2518 0.061
H -2.396405 -2.497262 3.095520 0.1077 -0.1074 -1.1254 0.107
H -2.720126 -3.290051 1.517438 0.4609 0.6340 0.0796 0.090
H -0.373010 -1.163653 3.389274 0.9732 -1.2201 -0.5216 0.098
H 1.119198 -2.282873 3.273733 -0.3326 0.4661 0.1722 0.041
H -0.343424 -2.731800 4.188103 0.3077 0.1249 -0.7379 0.097
H -0.947270 -4.988651 1.446088 -0.2354 0.4639 1.2310 0.072
H -1.358427 -4.553744 3.234747 1.1839 -0.2594 -1.2082 0.113
H 0.354994 -4.911173 2.564347 -0.1950 0.5579 0.5533 0.067
N 1.827345 1.308840 -0.911469 1.2070 3.6513 -1.9785 0.105
C 2.102035 2.337320 -1.473931 -0.8100 -2.1817 1.2897 -0.190
N 2.255669 3.407876 -2.225253 -0.0528 -1.7342 -0.1427 -0.065
C 3.233096 4.461206 -1.950476 0.2690 -0.6424 -0.4552 -0.099
C 3.891257 4.957470 -3.219464 2.1559 -0.5615 -2.2276 -0.176
O 2.969253 5.226473 -4.335384 0.5141 -2.1593 1.4824 -0.129
C 2.399413 3.933794 -4.650389 -1.3835 -0.0167 -0.4011 -0.180
C 1.498087 3.399147 -3.492165 0.1024 0.5909 -1.0479 -0.097
H 3.904707 4.087821 -1.153370 -0.0860 0.4373 -0.6839 0.149
H 2.747158 5.329985 -1.649611 -1.3480 1.3176 1.3697 0.107
H 4.673277 4.203700 -3.588655 -1.0554 0.7278 0.3111 0.137
H 4.475884 5.891817 -3.111249 -0.6215 -0.4149 0.4787 0.132
H 3.151747 3.140982 -4.881930 -0.0547 0.8374 0.1717 0.126
H 1.748235 4.051643 -5.565705 0.7210 0.0221 0.9801 0.139
H 1.139765 2.390697 -3.771748 0.4828 0.2946 0.4822 0.141
H 0.591916 3.992239 -3.370758 0.0966 0.2755 0.0522 0.119

=====

Record order is preserved below.
DFT total energy: -6350.3675 -4080.8977 Ha